# C6H9NO2

A single C6H9NO2 molecule at a distorted geometry (the ωB97M-V functional and the def2-TZVPD basis, the OMol25 dataset).

The geometry in XYZ format:
```
18
Properties=species:S:1:pos:R:3:nbo_charge:R:1
C 2.2364 0.4266 0.2633 -0.66
C -0.3760 1.1854 0.1601 0.44
C -0.3002 0.3114 -0.9992 0.24
C 0.8652 -0.1844 0.3270 -0.05
N -2.2451 -0.6850 0.5162 -0.85
C -1.6211 0.3283 -0.2707 -0.12
C 0.6545 -1.4135 0.8142 -0.31
O -0.0449 0.4967 -2.3032 -0.64
O -0.1444 2.3101 0.5938 -0.61
H -0.3663 -0.2669 -2.8081 0.48
H -3.2499 -0.6744 0.4001 0.37
H -2.0173 -0.6113 1.5014 0.38
H -2.3146 0.8916 -0.9017 0.20
H 2.3044 1.2540 0.9697 0.25
H 3.0009 -0.3128 0.4992 0.22
H 2.4315 0.8481 -0.7239 0.23
H 1.4970 -2.0129 1.1356 0.19
H -0.3102 -1.8910 0.8262 0.23
```

Results
HOMO in eV: -7.885
Strongest force on any atom in eV/A: 3.11
M in g mol⁻¹: 127.143
E_tot in hartree: -439.07498
Energy above the lowest of the compared OMol25 structures with the same formula, charge and spin in kcal/mol: 126.4
Kohn-Sham gap in eV: 7.9



# C6H5BO2

A molecular structure, C6H5BO2 at a distorted geometry (the ωB97M-V functional and the def2-TZVPD basis, the OMol25 dataset).

The geometry in XYZ format:
```
14
Properties=species:S:1:pos:R:3:nbo_charge:R:1
O 0.7484 -1.0483 -1.9087 -0.62
O 0.6092 1.2538 -1.6696 -0.62
B 0.8977 0.1782 -2.4192 0.90
C -0.6015 -0.8573 1.6227 -0.22
C -0.7814 0.5203 1.6865 -0.21
C -0.1427 -1.4574 0.4312 -0.24
C -0.4661 1.3378 0.6170 -0.26
C 0.1397 -0.7066 -0.6866 0.21
C -0.0009 0.7476 -0.5748 0.24
H 1.4969 0.4840 -3.4628 -0.08
H -0.4957 -1.3877 2.6107 0.23
H -0.9556 0.9979 2.6555 0.22
H 0.1704 -2.4950 0.3979 0.23
H -0.6184 2.4328 0.7003 0.23
```

Results
HOMO in eV: -9.008
Strongest force on any atom in eV/A: 5.18
M in g mol⁻¹: 119.916
E_tot in hartree: -407.02193
Energy above the lowest of the compared OMol25 structures with the same formula, charge and spin in kcal/mol: 0.0
Kohn-Sham gap in eV: 9.8



# C3H8O3S2

2 unconnected molecules or ions with the total composition C3H8O3S2 at a distorted geometry (the ωB97M-V functional and the def2-TZVPD basis, the OMol25 dataset).

The geometry in XYZ format:
```
16
Properties=species:S:1:pos:R:3:lowdin_spin:R:1
C -0.4140 -0.1454 -0.7308 0.00
C -1.1087 -1.1930 -1.5872 0.00
O -1.0123 -2.3956 -0.9881 0.00
O -1.5569 -1.0119 -2.6810 0.00
C -1.0910 -0.0239 0.6307 0.06
S -0.3563 1.1371 1.7800 0.50
S 1.0924 2.2036 0.9037 0.39
H 0.5603 -0.6187 -0.5972 0.00
H -0.4689 0.7706 -1.3007 0.00
H -1.6228 -3.0575 -1.3622 0.00
H -1.1735 -0.9765 1.1317 0.01
H -2.1131 0.3115 0.4945 0.02
H 0.7477 2.1932 -0.4020 0.02
H 2.5845 -2.5258 0.3960 0.00
H 2.4217 -1.5840 -0.8268 0.00
O 2.6232 -1.5913 0.1218 0.00
```

Results
Spin multiplicity: 2
HOMO (alpha / beta) in eV: -14.399 / -14.393
Strongest force on any atom in eV/A: 1.22
M in g mol⁻¹: 156.228
E_tot in hartree: -1140.89952
Energy above the lowest of the compared OMol25 structures with the same formula, charge and spin in kcal/mol: 0.0
Net charge: +1
Kohn-Sham gap (alpha / beta) in eV: 9.7 / 6.4



# C2H6N2O

A single C2H6N2O molecule at a distorted geometry (the ωB97M-V functional and the def2-TZVPD basis, the OMol25 dataset).

The geometry in XYZ format:
```
11
Properties=species:S:1:pos:R:3:nbo_charge:R:1
O 1.2584 -0.7610 1.3981 -0.63
C 0.1365 -1.0425 1.1157 0.52
N -0.4749 -0.3109 0.1863 -0.62
C 0.1380 0.6213 -0.7694 -0.06
N -0.9168 1.1813 -1.5928 -0.83
H -0.5416 -1.6729 1.7938 0.11
H -1.4378 -0.5465 0.0782 0.39
H 0.9773 0.1224 -1.2551 0.19
H 0.5441 1.3437 -0.0714 0.19
H -0.8879 2.1552 -1.3537 0.37
H -0.6270 1.1206 -2.6090 0.37
```

Results
HOMO in eV: -9.602
Strongest force on any atom in eV/A: 3.15
M in g mol⁻¹: 74.083
E_tot in hartree: -264.54248
Energy above the lowest of the compared OMol25 structures with the same formula, charge and spin in kcal/mol: 28.1
Kohn-Sham gap in eV: 10.4
SMILES: NCNC=O



# C2H3OS3

A gas-phase ion, C2H3OS3 (charge -1) at a distorted geometry (the ωB97M-V functional and the def2-TZVPD basis, the OMol25 dataset).

The geometry in XYZ format:
```
9
Properties=species:S:1:pos:R:3:nbo_charge:R:1
C 0.0298 0.0657 -0.4858 -0.05
C -1.3738 0.0844 -0.0333 -0.36
O 0.6326 -1.1517 -0.7288 -0.73
S 1.1987 0.9197 0.7284 -0.11
S -2.3234 1.4281 -0.2305 -0.24
S -2.0744 -1.2880 0.6187 -0.28
H 0.0381 0.7629 -1.3278 0.19
H 2.0200 -0.0302 0.6855 0.11
H -0.0818 -1.6922 -0.3692 0.48
```

Results
HOMO in eV: -3.589
Strongest force on any atom in eV/A: 3.16
M in g mol⁻¹: 139.246
E_tot in hartree: -1347.85605
Energy above the lowest of the compared OMol25 structures with the same formula, charge and spin in kcal/mol: 2.4
Net charge: -1
Kohn-Sham gap in eV: 6.9
SMILES: O[C@H](S)C(=S)[S-]



# C2H2ClO2P

A molecular structure, C2H2ClO2P at a distorted geometry (the ωB97M-V functional and the def2-TZVPD basis, the OMol25 dataset).

The geometry in XYZ format:
```
8
Properties=species:S:1:pos:R:3:nbo_charge:R:1
C 0.6564 -0.7095 -0.2836 -0.08
C 0.8739 0.6037 -0.1322 0.11
O -0.7258 -1.0283 -0.5148 -0.82
O -0.0633 1.4538 -0.4122 -0.68
P -1.7812 0.1338 -0.4410 1.39
Cl -2.0901 0.2831 1.6420 -0.35
H 1.2544 -1.6564 -0.0452 0.22
H 1.8757 0.9198 0.1869 0.20
```

Results
HOMO in eV: -8.634
Strongest force on any atom in eV/A: 3.40
M in g mol⁻¹: 124.463
E_tot in hartree: -1029.41823
Energy above the lowest of the compared OMol25 structures with the same formula, charge and spin in kcal/mol: 35.0
Kohn-Sham gap in eV: 7.9